C19H16N4 | the ωB97M-V functional and the def2-TZVPD basis

Summary:
Orbital gap = 8.285 eV
ΔE to the lowest compared entry with this formula, charge and spin = 6.2 kcal per mole
LUMO = 0.4 eV
SMILES string = c1cncc(CNc2cccc(-c3nc4ccccc4[nH]3)c2)c1

Structure (ORCA input):
```
! wB97M-V def2-TZVPD RIJCOSX def2/J DEFGRID3
* xyz 0 1
N -0.592 1.276 0.901
N 3.586 -1.468 -0.776
N -0.016 -2.377 -2.787
N -2.251 0.428 2.122
C -1.982 1.691 2.569
C 2.387 0.422 -2.397
C -1.420 0.203 1.139
C 1.950 -0.898 -2.424
C 3.991 -0.210 -0.758
C -1.860 -3.371 0.217
C 0.811 -1.324 -3.322
C -0.434 3.519 2.050
C -0.616 -2.290 -1.548
C -1.030 4.234 3.070
C -2.568 2.432 3.590
C -1.944 -2.180 0.912
C -2.078 3.700 3.824
C -0.922 2.246 1.809
C -1.355 -1.033 0.383
C -1.197 -3.434 -0.993
C 2.597 -1.799 -1.584
C 3.425 0.777 -1.553
C -0.706 -1.090 -0.848
H -3.376 2.019 4.171
H -2.449 -2.111 1.861
H 0.181 -0.452 -3.541
H 1.220 -1.675 -4.275
H -0.680 5.232 3.291
H -1.128 -4.372 -1.527
H -0.282 -0.193 -1.271
H 4.801 0.012 -0.078
H 0.376 3.933 1.468
H 2.304 -2.840 -1.552
H -2.309 -4.265 0.624
H 0.162 1.314 0.237
H 0.217 -3.314 -3.076
H -2.511 4.301 4.610
H 3.784 1.793 -1.510
H 1.915 1.162 -3.030
*
```

Mulliken atomic charges, in units of e: atom 1 (N): 0.048, atom 2 (N): -0.615, atom 3 (N): -0.170, atom 4 (N): -0.728, atom 5 (C): 0.531, atom 6 (C): -0.435, atom 7 (C): 0.191, atom 8 (C): 0.696, atom 9 (C): -0.312, atom 10 (C): -0.645, atom 11 (C): -1.123, atom 12 (C): -0.864, atom 13 (C): 0.203, atom 14 (C): -0.465, atom 15 (C): -0.748, atom 16 (C): -0.829, atom 17 (C): -0.459, atom 18 (C): 0.705, atom 19 (C): 0.175, atom 20 (C): -0.662, atom 21 (C): -0.209, atom 22 (C): -0.415, atom 23 (C): -0.054, atom 24 (H): 0.439, atom 25 (H): 0.485, atom 26 (H): 0.391, atom 27 (H): 0.422, atom 28 (H): 0.376, atom 29 (H): 0.342, atom 30 (H): 0.635, atom 31 (H): 0.379, atom 32 (H): 0.386, atom 33 (H): 0.398, atom 34 (H): 0.387, atom 35 (H): 0.062, atom 36 (H): 0.284, atom 37 (H): 0.372, atom 38 (H): 0.413, atom 39 (H): 0.412